(1)
C23H29BBrCl2NO8P | wB97M-V/def2-TZVPD

Summary:
- largest force on an atom (eV/A) = 8.318
- calculated total energy (Eh) = -5410.49683
- HOMO energy (eV) = -3.54
- gap between HOMO and LUMO (eV) = 3.99
- charge = -1
- SMILES = CCOCCC1=C(B(O)CC)C([O-])=C2C(=C(N)C(=P(O)(O)Br)C(CCOC(C)=O)=C2/C(Cl)=C(\C)Cl)C1=O
- E_LUMO (hartree) = 0.016

Each line ends with the natural charge from an NBO analysis.
Cartesian coordinates (Å):
C: -2.976 -4.996 2.054  -0.656
C: -2.427 -4.474 0.563  -0.083
O: -1.203 -5.246 0.175  -0.578
C: -0.448 -4.543 -0.873  -0.069
C: 1.162 -4.390 -0.585  -0.490
C: 1.432 -2.819 -0.185  0.006
C: 1.066 -2.265 1.180  -0.447
B: 0.409 -3.175 2.397  1.113
O: -0.849 -2.624 3.012  -0.945
C: 1.096 -4.606 2.843  -0.843
C: 0.892 -5.006 4.421  -0.624
C: 1.343 -0.635 1.440  0.537
O: 1.769 -0.167 2.616  -0.562
C: 1.090 0.313 0.085  -0.153
C: 1.512 -0.299 -1.405  -0.122
C: 1.349 0.527 -2.812  0.194
N: 1.840 -0.191 -4.079  -0.848
C: 0.685 2.042 -2.805  -0.453
P: 0.461 3.026 -4.432  1.480
O: 0.720 2.051 -5.851  -0.963
O: -1.103 3.783 -4.553  -0.985
Br: 1.457 5.506 -5.168  -0.755
C: 0.208 2.653 -1.322  0.015
C: -0.519 4.152 -1.219  -0.496
C: 0.646 5.257 -1.548  -0.124
O: 0.265 6.498 -0.804  -0.565
C: 1.068 6.528 0.435  0.800
C: 0.288 6.279 1.864  -0.730
O: 2.379 6.781 0.403  -0.579
C: 0.431 1.812 0.106  -0.052
C: 0.012 2.420 1.592  -0.053
Cl: 1.272 3.060 2.843  0.003
C: -1.475 2.434 1.879  -0.005
C: -2.605 1.912 0.768  -0.675
Cl: -2.176 3.048 3.510  -0.054
C: 2.128 -1.854 -1.361  0.522
O: 3.061 -2.303 -2.211  -0.526
H: -3.858 -5.771 1.937  0.210
H: -2.056 -5.485 2.605  0.227
H: -3.284 -4.055 2.714  0.233
H: -2.212 -3.326 0.702  0.193
H: -3.291 -4.568 -0.224  0.176
H: -0.647 -5.090 -1.908  0.184
H: -0.882 -3.442 -1.025  0.192
H: 1.706 -4.583 -1.629  0.251
H: 1.607 -5.175 0.161  0.250
H: -0.637 -1.644 3.204  0.509
H: 2.247 -4.630 2.571  0.243
H: 0.601 -5.476 2.193  0.265
H: 1.887 -4.747 5.012  0.214
H: -0.076 -4.552 4.911  0.229
H: 0.818 -6.197 4.460  0.204
H: 2.492 0.444 -4.591  0.394
H: 0.982 -0.421 -4.627  0.358
H: 0.163 1.205 -5.835  0.471
H: -1.244 3.968 -5.548  0.515
H: -1.432 4.198 -1.987  0.245
H: -1.022 4.333 -0.154  0.234
H: 1.666 4.795 -1.141  0.215
H: 0.706 5.529 -2.700  0.280
H: -0.575 7.093 1.916  0.234
H: 0.988 6.414 2.792  0.251
H: -0.257 5.236 1.812  0.249
H: -2.240 0.959 0.170  0.258
H: -3.671 1.733 1.273  0.240
H: -2.743 2.767 -0.039  0.241

---

(2)
C4H12O4 | wB97M-V/def2-TZVPD

Summary:
- largest force on an atom (eV/A) = 0.796
- calculated total energy (Eh) = -460.53816
- ΔE to the lowest compared entry with this formula, charge and spin (kJ/mol) = 116.8
- HOMO energy (eV) = -8.21
- gap between HOMO and LUMO (eV) = 8.80
- charge = 0
- SMILES = C=C/C=C/O.O.O.O
- E_LUMO (hartree) = 0.022

Each line ends with the natural charge from an NBO analysis.
Cartesian coordinates (Å):
C: -3.173 -0.742 1.224  -0.397
C: -2.707 -1.592 0.316  -0.194
C: -1.416 -1.553 -0.354  -0.354
C: -0.243 -1.278 0.209  0.174
O: 0.918 -1.210 -0.488  -0.738
H: -4.162 -0.924 1.629  0.194
H: -2.587 0.039 1.675  0.190
H: -3.405 -2.352 -0.012  0.197
H: -1.359 -1.701 -1.415  0.208
H: -0.121 -1.149 1.280  0.172
H: 1.617 -0.801 0.068  0.520
O: 0.800 1.315 -2.082  -0.976
H: 0.817 0.379 -1.803  0.498
H: 0.862 1.210 -3.040  0.476
O: 2.371 0.251 1.141  -0.987
H: 3.196 0.342 1.627  0.489
H: 2.234 1.126 0.726  0.509
O: 2.463 2.726 -0.078  -0.969
H: 1.940 2.418 -0.842  0.508
H: 1.956 3.495 0.218  0.479

---

(3)
C4H5NO2 | wB97M-V/def2-TZVPD

Summary:
- largest force on an atom (eV/A) = 4.386
- calculated total energy (Eh) = -360.55613
- ΔE to the lowest compared entry with this formula, charge and spin (kJ/mol) = 297.4
- HOMO energy (eV) = -9.60
- gap between HOMO and LUMO (eV) = 9.33
- charge = 0
- SMILES = O=CC(=O)N1CC1
- E_LUMO (hartree) = -0.010

Each line ends with the natural charge from an NBO analysis.
Cartesian coordinates (Å):
O: -1.022 1.628 0.052  -0.518
C: -1.704 0.638 0.067  0.349
C: -0.969 -0.764 0.003  0.567
O: -1.815 -1.650 -0.043  -0.503
N: 0.361 -0.971 -0.207  -0.454
C: 1.365 -0.269 0.721  -0.238
C: 1.143 0.192 -0.722  -0.248
H: -2.888 0.597 0.080  0.160
H: 2.259 -0.750 1.066  0.223
H: 0.931 0.472 1.387  0.210
H: 0.601 1.129 -0.946  0.243
H: 1.738 -0.251 -1.458  0.206

---

(4)
C3H6OS2 | wB97M-V/def2-TZVPD

Summary:
- largest force on an atom (eV/A) = 5.338
- calculated total energy (Eh) = -989.38611
- ΔE to the lowest compared entry with this formula, charge and spin (kJ/mol) = 373.9
- HOMO energy (spin up / spin down) (eV) = -9.00 / -9.00
- gap between HOMO and LUMO (spin up / spin down) (eV) = 8.85 / 8.85
- charge = 0
- E_LUMO (spin up / spin down) (hartree) = -0.006 / -0.006

Each line ends with the natural charge from an NBO analysis.
Cartesian coordinates (Å):
C: 2.015 0.334 0.753  -0.256
C: 1.165 0.586 -0.257  -0.293
C: -0.201 0.133 -0.355  -0.076
O: -0.018 -1.790 0.354  -0.861
S: -3.173 -0.053 -0.282  -0.117
S: -1.506 0.818 0.663  0.191
H: 2.951 0.732 0.658  0.190
H: 1.824 -0.227 1.537  0.205
H: 1.413 1.218 -1.112  0.221
H: -0.715 -0.212 -1.223  0.228
H: -0.924 -1.796 0.808  0.437
H: -2.830 0.256 -1.545  0.129

---

(5)
C32H96N12O8P4S4 | wB97M-V/def2-TZVPD

Summary:
- largest force on an atom (eV/A) = 3.374
- calculated total energy (Eh) = -5493.95437
- ΔE to the lowest compared entry with this formula, charge and spin (kJ/mol) = 332.9
- HOMO energy (eV) = -8.31
- gap between HOMO and LUMO (eV) = 8.47
- charge = 0
- E_LUMO (hartree) = 0.006

Each line ends with the Mulliken charge.
Cartesian coordinates (Å):
O: 7.203 -1.033 1.406  -0.906
P: 5.853 -1.206 1.878  0.531
N: 5.121 -2.426 0.987  0.477
C: 3.718 -2.844 1.017  -0.954
C: 5.896 -2.941 -0.206  -1.015
N: 4.931 0.324 1.824  0.006
C: 5.238 1.075 0.633  -1.438
C: 3.490 0.207 2.205  -0.117
N: 5.591 -1.768 3.387  0.458
C: 6.019 -3.138 3.719  -1.105
C: 5.543 -0.882 4.515  -1.037
H: 3.179 -2.381 0.183  0.336
H: 3.200 -2.678 1.946  -0.086
H: 3.653 -3.921 0.814  0.438
H: 5.768 -3.968 -0.359  0.343
H: 7.000 -2.729 -0.072  0.295
H: 5.541 -2.449 -1.116  0.250
H: 4.999 2.133 0.752  0.363
H: 6.265 0.978 0.413  0.531
H: 4.666 0.801 -0.219  0.460
H: 3.445 -0.410 3.163  -0.422
H: 3.047 1.215 2.321  0.621
H: 2.883 -0.372 1.482  -0.051
H: 7.011 -3.297 4.151  0.290
H: 5.338 -3.470 4.517  0.360
H: 5.863 -3.771 2.883  0.327
H: 6.478 -0.991 5.049  0.325
H: 4.711 -1.265 5.124  0.227
H: 5.275 0.134 4.232  0.358
O: -8.488 0.017 -0.427  -0.959
P: -7.108 -0.378 -0.666  0.261
N: -6.890 -1.637 -1.712  0.375
C: -7.051 -3.033 -1.284  -1.004
C: -7.173 -1.339 -3.179  -0.880
N: -6.334 -0.862 0.714  1.001
C: -7.011 -0.843 2.043  -1.203
C: -4.977 -1.355 0.880  -1.525
N: -6.228 0.862 -1.477  0.583
C: -4.835 0.795 -1.968  -0.948
C: -6.804 2.206 -1.566  -0.958
H: -6.887 -3.155 -0.237  0.291
H: -6.227 -3.604 -1.832  0.294
H: -7.967 -3.451 -1.640  0.286
H: -6.250 -1.559 -3.780  0.160
H: -7.435 -0.249 -3.170  0.256
H: -8.015 -1.987 -3.470  0.393
H: -8.083 -0.636 1.891  0.375
H: -6.878 -1.834 2.538  0.306
H: -6.583 -0.097 2.683  0.333
H: -4.689 -1.263 1.888  0.632
H: -4.844 -2.433 0.749  0.275
H: -4.270 -0.816 0.243  0.222
H: -4.076 1.029 -1.218  -0.109
H: -4.557 -0.240 -2.235  0.327
H: -4.644 1.373 -2.885  0.483
H: -6.084 2.950 -1.200  0.063
H: -7.670 2.150 -0.908  0.415
H: -7.048 2.475 -2.591  0.267
O: 3.819 4.219 -5.241  -0.931
P: 4.295 3.428 -4.099  0.348
N: 5.836 2.918 -4.316  0.344
C: 6.133 2.305 -5.622  -1.101
C: 6.916 3.051 -3.344  -1.074
N: 3.503 1.963 -3.936  0.835
C: 2.146 1.734 -4.273  -0.616
C: 4.158 0.732 -3.485  -1.291
N: 4.342 4.129 -2.567  0.451
C: 3.352 3.763 -1.565  -1.092
C: 5.038 5.443 -2.468  -0.945
H: 6.735 2.980 -6.215  0.372
H: 5.193 2.157 -6.216  0.252
H: 6.613 1.354 -5.459  0.364
H: 6.455 3.369 -2.415  0.311
H: 7.595 3.861 -3.643  0.281
H: 7.365 2.106 -3.136  0.330
H: 2.057 0.828 -4.929  0.260
H: 1.530 1.484 -3.410  0.004
H: 1.796 2.619 -4.801  0.317
H: 3.440 0.192 -2.842  0.397
H: 4.470 0.095 -4.282  0.239
H: 5.037 0.869 -2.865  0.278
H: 2.486 4.445 -1.617  0.161
H: 3.117 2.726 -1.775  0.294
H: 3.872 3.933 -0.615  0.440
H: 6.060 5.312 -2.679  0.352
H: 4.840 5.685 -1.356  0.322
H: 4.670 6.194 -3.238  0.267
O: 0.554 -1.047 3.232  -0.754
P: -0.229 -2.060 3.960  0.328
N: -0.723 -3.397 3.162  0.570
C: -2.049 -3.618 2.598  -1.054
C: 0.225 -4.187 2.396  -0.746
N: -1.663 -1.425 4.563  0.413
C: -2.154 -0.297 3.852  -0.828
C: -2.554 -2.092 5.477  -0.856
N: 0.643 -2.687 5.243  0.139
C: 2.022 -2.246 5.298  -1.249
C: 0.579 -4.076 5.669  -1.102
H: -2.791 -3.664 3.438  0.189
H: -2.007 -4.653 2.221  0.701
H: -2.422 -2.991 1.758  0.041
H: 0.388 -5.219 2.828  0.245
H: 1.152 -3.591 2.292  -0.111
H: -0.102 -4.466 1.397  0.636
H: -2.990 0.181 4.408  0.459
H: -1.407 0.516 3.645  -0.008
H: -2.606 -0.619 2.901  0.082
H: -3.439 -2.558 4.965  0.297
H: -1.948 -2.956 5.920  0.176
H: -2.937 -1.518 6.293  0.358
H: 2.111 -1.175 4.995  0.158
H: 2.330 -2.334 6.341  0.459
H: 2.677 -2.893 4.697  0.443
H: 1.393 -4.641 5.137  0.298
H: -0.412 -4.503 5.476  0.438
H: 0.784 -4.087 6.730  0.340
C: -2.738 4.313 -2.136  -0.761
S: -2.017 4.617 -3.798  0.471
O: -2.087 6.133 -4.021  -0.675
C: -0.320 4.143 -3.327  -0.649
H: -3.729 4.752 -2.077  0.439
H: -2.122 4.598 -1.278  0.366
H: -2.982 3.263 -1.987  0.087
H: 0.022 3.765 -4.274  0.306
H: -0.235 3.398 -2.544  0.070
H: 0.166 4.992 -2.940  0.471
C: -6.026 2.841 1.727  -0.670
S: -4.354 2.424 2.272  0.552
O: -3.522 1.724 1.302  -0.442
C: -3.585 4.028 2.427  -1.088
H: -6.501 1.914 1.296  -0.101
H: -6.020 3.640 1.029  0.413
H: -6.518 2.923 2.721  0.436
H: -3.713 4.540 1.419  0.247
H: -2.508 3.905 2.766  0.283
H: -4.001 4.417 3.322  0.481
C: -1.309 -3.883 -5.115  -1.005
S: -1.542 -2.286 -4.362  0.526
O: -2.014 -2.529 -3.005  -0.563
C: 0.218 -1.961 -4.243  -0.764
H: -1.052 -3.806 -6.202  0.357
H: -2.212 -4.545 -5.028  0.319
H: -0.460 -4.346 -4.635  0.304
H: 0.595 -2.655 -3.517  0.356
H: 0.447 -0.969 -3.930  0.012
H: 0.740 -2.261 -5.205  0.411
C: -0.471 1.452 1.042  0.259
S: -0.909 1.180 -0.709  0.419
O: 0.289 0.910 -1.598  -0.587
C: -1.330 -0.488 -0.260  0.003
H: 0.391 0.806 1.408  -0.183
H: -1.374 1.204 1.588  -0.630
H: -0.256 2.568 1.139  0.425
H: -1.817 -0.974 -1.201  -0.015
H: -1.928 -0.479 0.690  -0.543
H: -0.328 -0.874 -0.051  0.559

---

(6)
C15H40AsF6O15S5 | wB97M-V/def2-TZVPD

Summary:
- largest force on an atom (eV/A) = 4.090
- calculated total energy (Eh) = -6550.03398
- ΔE to the lowest compared entry with this formula, charge and spin (kJ/mol) = 40.1
- HOMO energy (spin up / spin down) (eV) = 1.43 / -5.76
- gap between HOMO and LUMO (spin up / spin down) (eV) = 2.51 / 9.70
- charge = -2
- spin multiplicity = 2
- E_LUMO (spin up / spin down) (hartree) = 0.145 / 0.145

Each line ends with the Mulliken charge.
Cartesian coordinates (Å):
As: 1.285 0.972 0.433  1.610
F: 2.323 1.075 -1.019  -0.535
F: 0.687 -0.648 -0.132  -0.393
F: 0.043 1.060 1.796  -0.505
F: 2.180 2.431 1.070  -0.466
F: 0.008 1.919 -0.433  -0.633
F: 2.508 0.085 1.411  -0.587
O: 5.263 -0.199 6.431  -0.621
S: 4.366 -0.763 5.448  1.111
O: 4.012 -2.161 5.612  -0.637
O: 2.916 0.066 5.642  -0.373
C: 1.840 -0.275 4.732  0.126
C: 0.553 -0.254 5.551  -1.179
C: 4.772 -0.233 3.760  -0.745
H: 1.861 -1.182 4.129  0.304
H: 1.774 0.552 4.025  0.196
H: 0.366 0.619 6.176  0.333
H: 0.750 -1.006 6.314  0.384
H: -0.343 -0.537 4.999  0.111
H: 4.156 -0.741 3.017  0.092
H: 5.799 -0.477 3.490  0.475
H: 4.642 0.848 3.729  0.317
O: -3.978 -0.357 -3.743  -0.697
S: -3.259 -0.880 -2.630  1.203
O: -3.876 -1.771 -1.701  -0.600
O: -1.920 -1.484 -3.378  -0.344
C: -1.396 -2.683 -2.798  0.028
C: -0.028 -2.905 -3.317  -1.148
C: -2.418 0.395 -1.695  -0.522
H: -1.938 -3.573 -3.119  0.232
H: -1.271 -2.683 -1.715  0.283
H: 0.178 -2.924 -4.387  0.365
H: 0.437 -3.720 -2.763  0.317
H: 0.575 -2.072 -2.955  0.189
H: -2.181 1.194 -2.398  0.160
H: -1.546 -0.041 -1.209  -0.055
H: -3.128 0.986 -1.116  0.498
O: -0.077 3.150 -4.596  -0.561
S: 0.135 4.496 -4.100  1.087
O: 0.364 5.490 -5.182  -0.646
O: -1.002 4.942 -3.014  -0.316
C: -1.169 4.301 -1.776  0.229
C: -2.419 4.740 -1.182  -1.480
C: 1.593 4.662 -2.919  -0.715
H: -0.325 4.489 -1.112  0.253
H: -1.168 3.213 -1.830  0.157
H: -2.461 4.539 -0.111  0.394
H: -3.257 4.323 -1.740  0.301
H: -2.562 5.820 -1.217  0.417
H: 2.479 4.559 -3.546  0.346
H: 1.485 3.974 -2.081  0.129
H: 1.597 5.645 -2.450  0.337
O: 5.428 -3.787 -3.485  -0.616
S: 4.090 -3.336 -3.874  1.112
O: 3.480 -3.647 -5.151  -0.596
O: 3.011 -3.791 -2.631  -0.248
C: 3.475 -3.667 -1.314  -0.573
C: 2.689 -2.621 -0.582  -0.270
C: 4.111 -1.471 -3.688  -0.788
H: 4.536 -3.416 -1.284  0.407
H: 3.297 -4.618 -0.811  0.323
H: 2.925 -2.764 0.472  0.266
H: 1.633 -2.836 -0.749  -0.065
H: 2.856 -1.620 -0.981  -0.008
H: 3.128 -1.201 -3.303  0.147
H: 4.411 -1.019 -4.633  0.435
H: 4.851 -1.138 -2.961  0.315
O: -4.117 -1.421 4.559  -0.630
S: -4.104 -1.300 3.118  1.152
O: -4.465 -2.343 2.213  -0.575
O: -4.964 0.165 2.779  -0.335
C: -6.394 0.235 2.503  -0.333
C: -6.698 0.295 0.950  -0.880
C: -2.334 -0.829 2.723  -0.783
H: -6.749 1.203 2.858  0.276
H: -6.792 -0.657 2.986  0.326
H: -7.771 0.273 0.755  0.361
H: -6.298 -0.674 0.653  0.224
H: -6.206 1.143 0.474  0.257
H: -2.306 -0.596 1.658  0.124
H: -1.788 -1.672 3.147  0.439
H: -2.160 0.136 3.199  0.306

---

(7)
CH3BrCl2OSi | wB97M-V/def2-TZVPD

Summary:
- largest force on an atom (eV/A) = 4.071
- calculated total energy (Eh) = -3899.00435
- ΔE to the lowest compared entry with this formula, charge and spin (kJ/mol) = 0.0
- HOMO energy (spin up / spin down) (eV) = -6.68 / -11.00
- gap between HOMO and LUMO (spin up / spin down) (eV) = 7.17 / 7.10
- charge = 0
- spin multiplicity = 3
- E_LUMO (spin up / spin down) (hartree) = 0.018 / -0.143

Each line ends with the natural charge from an NBO analysis.
Cartesian coordinates (Å):
C: 1.204 0.435 0.013  -0.177
O: -0.156 0.669 0.131  -0.910
Si: -1.565 -0.134 0.322  1.240
Cl: 0.907 -2.102 -1.648  -0.101
Cl: -2.015 -1.291 1.824  -0.347
Br: -2.975 1.154 -0.584  -0.277
H: 1.401 -0.486 -0.729  0.172
H: 1.645 0.324 1.059  0.194
H: 1.554 1.431 -0.388  0.206

---

(8)
C5H7N | wB97M-V/def2-TZVPD

Summary:
- largest force on an atom (eV/A) = 5.409
- calculated total energy (Eh) = -249.32280
- ΔE to the lowest compared entry with this formula, charge and spin (kJ/mol) = 395.0
- HOMO energy (eV) = -10.00
- gap between HOMO and LUMO (eV) = 10.84
- charge = 0
- E_LUMO (hartree) = 0.031

Each line ends with the natural charge from an NBO analysis.
Cartesian coordinates (Å):
C: 1.275 0.507 1.511  -0.258
C: 1.582 0.053 0.424  0.008
C: -1.696 2.156 -0.774  0.271
C: 1.984 -0.501 -0.764  -0.717
C: -2.079 -0.195 0.163  -0.458
N: -2.020 1.103 -0.394  -0.526
H: 1.053 0.662 2.520  0.234
H: 1.860 -1.606 -0.865  0.241
H: 3.038 -0.444 -0.980  0.249
H: 1.327 -0.147 -1.522  0.248
H: -2.570 -0.792 -0.685  0.222
H: -2.767 -0.462 0.934  0.228
H: -0.986 -0.335 0.433  0.257